C50H136N8O14 | ωB97M-V with the def2-TZVPD basis set

Computed properties:
**LUMO energy**: 0.51 eV
**E_tot**: -3477.85174 hartree
**HOMO-LUMO gap**: 9.46 eV
**Total charge**: 0

CARTESIAN COORDINATES (ANGSTROEM)
C: -21.8606 -21.5830 -0.4587
C: -21.3156 -20.2470 -0.8548
C: -19.8938 -19.9359 -0.3986
O: -21.3727 -20.1711 -2.3216
H: -22.8597 -21.5918 -0.8812
H: -21.8664 -21.7491 0.6095
H: -21.2132 -22.3399 -0.9042
H: -21.9425 -19.4659 -0.4220
H: -19.2220 -20.6888 -0.8038
H: -19.8372 -19.7831 0.6794
H: -19.6310 -18.9479 -0.8013
H: -21.2321 -19.2671 -2.6076
C: -19.8750 -15.8936 -2.6494
C: -19.9616 -14.3947 -2.8145
C: -21.3520 -13.8511 -2.5569
O: -19.0493 -13.6364 -1.9236
H: -20.5289 -16.3716 -3.3908
H: -20.2319 -16.1757 -1.6557
H: -18.8771 -16.2899 -2.7875
H: -19.6185 -14.2259 -3.8536
H: -21.2388 -12.7657 -2.6994
H: -21.7458 -14.0891 -1.5646
H: -22.0272 -14.2480 -3.2980
H: -18.1257 -13.9367 -2.0980
C: -16.7097 -22.7576 3.1448
C: -17.3455 -23.0176 1.8211
C: -18.8311 -22.6242 1.7781
O: -16.5728 -22.2082 0.8813
H: -15.6323 -22.8737 3.0846
H: -16.9696 -23.4473 3.9211
H: -16.8825 -21.7199 3.4319
H: -17.3038 -24.0669 1.4858
H: -19.2561 -22.8434 0.8201
H: -18.9764 -21.5532 2.0105
H: -19.4173 -23.2245 2.4842
H: -17.1924 -21.9808 0.1796
C: -14.1277 -19.9466 2.2025
C: -14.9039 -19.0441 1.2795
C: -14.5498 -19.2166 -0.1698
O: -16.3391 -19.2904 1.4469
H: -14.7819 -20.0729 3.0814
H: -13.1566 -19.5473 2.4902
H: -14.0794 -20.9308 1.7403
H: -14.8256 -18.0377 1.6196
H: -15.2763 -18.7122 -0.8086
H: -14.5687 -20.2601 -0.4688
H: -13.5982 -18.7815 -0.4747
H: -16.5647 -20.2209 1.2974
C: -19.6110 -19.9786 5.1347
C: -19.8819 -19.7193 6.5879
C: -20.0140 -21.0567 7.3362
O: -18.8749 -19.0514 7.3318
H: -19.9193 -19.1704 4.4879
H: -20.1395 -20.9067 4.7920
H: -18.5817 -20.2488 4.9439
H: -20.8558 -19.2340 6.7272
H: -20.9070 -21.6061 7.0015
H: -20.1293 -20.9594 8.4238
H: -19.1063 -21.6581 7.1979
H: -18.7357 -18.1717 6.9332
C: -12.4486 -16.1817 0.1253
C: -12.9971 -14.8979 0.7015
C: -14.3486 -15.1255 1.3385
O: -12.1372 -14.3825 1.7173
H: -12.9389 -16.5077 -0.7802
H: -12.5216 -17.0205 0.8149
H: -11.4003 -16.1716 -0.1846
H: -13.0665 -14.0966 -0.0660
H: -14.8042 -14.2147 1.7330
H: -14.3037 -15.8368 2.1832
H: -15.0381 -15.5615 0.6183
H: -11.2290 -14.6769 1.5730
C: -21.5415 -12.7798 3.6914
C: -21.9539 -13.3289 5.0335
C: -20.9040 -13.0220 6.0863
O: -20.9782 -11.6611 6.3114
C: -20.1599 -11.2236 7.3570
N: -23.2869 -12.7654 5.3531
H: -21.6675 -11.6829 3.6518
H: -22.1501 -13.2094 2.8859
H: -20.4851 -13.0349 3.4522
H: -22.0260 -14.4275 4.9116
H: -19.8932 -13.3765 5.8805
H: -21.1823 -13.5425 7.0033
H: -20.4645 -11.6637 8.3061
H: -20.2301 -10.1372 7.4131
H: -19.1041 -11.3853 7.1773
H: -23.1839 -11.7910 5.6202
H: -23.7206 -13.1498 6.1683
C: -15.6375 -16.9301 -2.8954
C: -15.6837 -15.6423 -3.6865
C: -15.1972 -14.4341 -2.9345
O: -16.1740 -14.1412 -1.9610
C: -15.8807 -13.0302 -1.1095
N: -14.8057 -15.7446 -4.8835
H: -16.0642 -16.7591 -1.8942
H: -14.6321 -17.2803 -2.6194
H: -16.1354 -17.7620 -3.3956
H: -16.6859 -15.3606 -3.9958
H: -15.0189 -13.5860 -3.5994
H: -14.3017 -14.6657 -2.3574
H: -16.7364 -12.7660 -0.4986
H: -15.6101 -12.1635 -1.7372
H: -15.0061 -13.2671 -0.5080
H: -15.1518 -16.4199 -5.5632
H: -14.7605 -14.8988 -5.4057
C: -24.6199 -13.6357 -0.8999
C: -26.0623 -13.4178 -0.5057
C: -26.2424 -12.4998 0.6841
O: -25.5544 -13.1010 1.8049
C: -25.5335 -12.2829 2.9662
N: -26.7500 -12.9691 -1.7858
H: -24.1463 -12.6938 -1.1562
H: -24.5880 -14.2618 -1.7912
H: -24.0611 -14.0633 -0.0513
H: -26.5942 -14.3389 -0.2783
H: -27.2699 -12.4164 0.9857
H: -25.8303 -11.4871 0.5382
H: -24.9632 -12.8634 3.7058
H: -26.5578 -12.0367 3.3121
H: -25.0442 -11.3199 2.7746
H: -27.7423 -12.9741 -1.4947
H: -26.5888 -11.9622 -1.9228
C: -23.6231 -17.3102 -2.5681
C: -23.9872 -17.5633 -4.0036
C: -22.9025 -17.4022 -5.0413
O: -22.3655 -16.0989 -5.0647
C: -21.2658 -15.8613 -5.9273
N: -24.6010 -18.9000 -4.2065
H: -23.0772 -18.1837 -2.2489
H: -24.5042 -17.3373 -1.9095
H: -22.9933 -16.4318 -2.4383
H: -24.8194 -16.9091 -4.3258
H: -23.3693 -17.5863 -6.0158
H: -22.0949 -18.0984 -4.8928
H: -21.5846 -15.8527 -6.9698
H: -20.5833 -16.7050 -5.8673
H: -20.7887 -14.8921 -5.7103
H: -24.2639 -19.5951 -3.5535
H: -25.6026 -18.8381 -4.0777
C: -16.3744 -18.1497 5.2834
C: -16.9115 -16.7210 5.6716
C: -16.3515 -15.6279 4.7923
O: -16.8874 -14.3733 5.1474
C: -16.5377 -13.3159 4.2227
N: -18.3414 -16.7871 5.7253
H: -16.8504 -18.9166 5.9080
H: -15.2935 -18.1996 5.4726
H: -16.6260 -18.3993 4.2459
H: -16.4880 -16.5195 6.6497
H: -16.6038 -15.7792 3.7353
H: -15.2741 -15.5437 4.8503
H: -16.9531 -12.4104 4.6588
H: -16.9713 -13.4389 3.2287
H: -15.4695 -13.2305 4.0525
H: -18.7272 -15.9079 6.0336
H: -18.7126 -17.1909 4.8330
C: -17.8717 -16.4427 0.3606
C: -18.6685 -16.2780 1.6385
C: -20.0527 -15.6751 1.4612
O: -20.8548 -16.6068 0.7097
C: -22.2238 -16.2088 0.4571
N: -18.7830 -17.5172 2.4667
H: -18.2902 -17.2232 -0.2333
H: -16.8732 -16.7981 0.6015
H: -17.8197 -15.5416 -0.2594
H: -18.1678 -15.5551 2.2875
H: -19.8655 -14.7738 0.8885
H: -20.4316 -15.5078 2.4876
H: -22.3040 -15.3026 -0.1238
H: -22.7046 -15.9890 1.4070
H: -22.6551 -17.0802 -0.0167
H: -17.9652 -18.1490 2.3464
H: -19.5387 -18.1011 2.1811
C: -26.3490 -21.2719 2.9596
C: -25.9269 -20.2666 1.9211
C: -24.4137 -20.0347 1.8116
O: -23.8803 -19.5017 2.9835
C: -22.4438 -19.3905 2.9944
N: -26.3686 -20.7285 0.5994
H: -27.4019 -21.5124 2.9996
H: -26.0161 -21.0354 3.9697
H: -25.7755 -22.1711 2.6989
H: -26.3625 -19.3074 2.2253
H: -24.1870 -19.3474 1.0205
H: -23.8654 -20.9493 1.6179
H: -21.9754 -20.3954 2.9557
H: -22.1648 -18.9610 3.9490
H: -22.0742 -18.8065 2.1408
H: -27.3675 -20.8793 0.5861
H: -26.2009 -19.9764 -0.0676
C: -24.4534 -15.8911 4.1070
C: -25.8935 -16.2526 3.7057
C: -25.9427 -16.6023 2.2342
O: -27.2417 -16.9853 1.6398
C: -28.1524 -15.9453 1.9277
N: -26.3920 -17.2512 4.6898
H: -24.4746 -15.7255 5.1641
H: -24.1742 -14.9200 3.6786
H: -23.7727 -16.7075 3.8791
H: -26.4353 -15.3088 3.8207
H: -25.2519 -17.4045 2.0255
H: -25.6497 -15.6449 1.8206
H: -27.8541 -14.9818 1.4537
H: -28.2030 -15.8162 2.9908
H: -29.1683 -16.2226 1.6425
H: -25.7867 -18.0460 4.6038
H: -27.2515 -17.6103 4.2972

Atomic forces in eV per Å
0.38 0.06 -0.73
0.70 1.09 -0.51
-0.51 0.67 -0.46
-0.28 -0.62 1.05
-0.22 -0.65 0.14
-0.12 0.18 0.29
-0.28 -0.25 -0.14
-0.32 0.19 -0.11
0.28 -0.05 0.26
0.11 -0.51 0.08
0.13 -0.26 -0.10
0.15 0.25 0.16
-0.57 -0.30 0.52
1.24 0.32 0.38
0.78 0.65 -0.46
-0.17 -1.17 -0.80
0.06 0.13 0.12
0.11 -0.14 0.05
0.39 0.02 -0.01
-0.40 0.51 0.26
-0.53 -0.22 0.27
0.35 0.15 -0.13
-0.37 -0.10 -0.29
-0.74 0.16 0.08
0.86 0.16 0.15
-0.57 0.20 -0.70
0.40 0.22 0.79
-0.78 -0.14 0.15
0.29 0.06 -0.33
-0.75 -0.27 0.48
-0.19 -0.05 0.22
0.36 0.20 0.29
-0.21 0.02 -0.79
0.10 -0.43 -0.04
0.24 0.15 0.09
0.17 -0.04 -0.30
-0.92 -0.36 0.48
-1.28 -0.90 -0.02
-0.14 0.51 -0.93
0.28 0.29 0.01
0.62 0.14 0.05
0.05 -0.16 -0.09
0.45 -0.13 0.04
0.24 0.97 0.01
-0.20 0.06 0.17
0.10 -0.28 0.13
0.27 -0.18 0.35
0.51 -0.14 -0.03
-0.36 -1.16 -0.80
-0.34 -1.27 2.05
-0.30 -0.44 0.10
-0.08 0.21 -0.47
0.15 0.32 -0.24
-0.03 0.82 0.36
0.53 0.31 0.11
0.06 0.38 -0.24
0.38 -0.02 -0.15
0.06 0.46 -0.29
-0.21 0.00 -0.20
0.09 0.18 -0.20
0.51 -0.67 -0.40
0.37 0.41 0.11
-0.48 -0.33 0.37
0.27 -0.05 0.37
-0.60 0.12 -0.28
-0.17 0.08 0.35
0.14 0.57 0.21
-0.07 -0.59 0.07
0.17 0.08 -0.13
0.31 0.26 -0.32
-0.11 0.09 -0.20
-0.26 0.08 -0.11
0.49 0.32 -0.98
-0.25 -0.43 -0.24
-0.79 -0.83 0.65
0.45 1.13 -0.10
0.01 0.81 0.08
0.45 0.11 -0.22
0.18 -0.44 0.05
-0.03 0.12 0.17
-0.55 0.23 0.22
-0.17 0.41 0.33
0.23 0.12 -0.59
-0.17 -0.24 0.41
0.07 -0.10 0.17
-0.39 0.00 0.10
0.39 -0.59 -0.11
0.29 0.10 -0.36
-0.04 -0.82 0.49
0.05 -0.04 1.12
1.06 0.24 -1.48
0.15 -0.19 1.37
-1.17 0.57 0.52
0.80 0.05 -1.17
-0.13 -1.09 0.21
-0.49 -0.11 -0.43
0.10 0.39 -0.68
-0.15 0.11 0.06
-0.60 -0.38 0.11
-0.01 0.11 -0.05
0.63 -0.01 -0.38
-0.17 -0.30 -0.01
-0.18 -0.08 0.21
-0.02 0.03 0.30
0.01 -0.14 0.43
-0.04 0.94 -0.15
0.20 -0.45 0.82
-0.32 0.49 -1.73
1.19 -0.20 1.07
-0.20 0.33 -0.61
-0.23 -0.33 -0.13
-1.03 0.62 1.85
0.04 0.32 -0.03
0.13 -0.17 0.18
-0.10 0.02 -0.46
0.40 -0.39 0.16
-0.90 0.21 -0.14
-0.07 -0.16 -0.28
-0.35 0.60 -0.06
0.27 -0.32 -0.01
0.21 -0.11 -0.03
0.32 -0.05 -0.70
0.30 -0.40 -0.03
0.05 -0.30 0.17
-1.90 -0.13 -0.66
0.12 0.54 -0.93
0.06 1.18 0.77
-0.64 -0.58 -0.26
0.12 0.16 -0.02
0.67 -0.35 0.27
0.12 0.55 -0.29
-0.21 0.14 0.15
0.58 0.29 0.26
0.10 -0.37 0.03
0.47 -0.74 0.13
-0.23 0.17 -0.23
0.60 0.04 0.25
-0.27 -0.54 0.23
0.25 -0.01 0.05
0.07 -0.05 -0.01
-0.10 0.78 0.27
1.21 -1.38 -0.17
-0.21 0.43 -1.20
-0.11 1.08 -0.33
-0.59 -0.67 0.72
-0.55 -0.73 -0.33
0.08 0.39 0.02
-0.20 -0.03 -0.36
0.28 0.16 0.02
-0.29 0.06 0.56
0.00 -0.45 -0.11
0.60 -0.36 0.14
0.21 0.09 -0.03
-0.35 -0.37 -0.05
0.39 0.01 0.37
-0.37 0.11 -0.55
0.15 1.10 0.80
0.19 0.08 0.18
-0.26 -0.69 0.87
0.32 -1.13 -0.29
-0.27 0.63 0.19
1.41 -0.34 1.12
1.40 -0.07 0.04
-0.52 -0.58 -0.57
0.22 0.15 0.06
0.01 0.02 0.27
0.20 0.15 -0.06
-0.58 0.59 -0.03
-0.37 0.17 -0.56
0.15 0.06 -0.52
-0.33 -0.17 0.28
-0.39 0.12 -0.21
-0.38 0.88 0.00
-0.91 -0.05 -0.51
1.59 -1.04 0.22
-0.19 0.73 0.11
0.06 -0.69 0.58
0.68 0.73 1.29
-0.87 -0.89 -0.27
0.29 0.52 -0.15
-0.31 0.15 -0.28
-0.05 0.40 -0.02
-0.43 -0.31 0.14
-0.08 0.16 -0.33
-0.10 0.50 -1.03
-0.18 -0.64 -0.41
-0.23 0.27 -0.11
-0.02 0.31 -0.01
-0.05 0.15 0.15
-0.13 -0.06 0.14
-0.05 -0.19 -0.01
-0.72 0.29 -0.61
0.17 0.05 1.13
-0.94 -0.02 -0.28
1.20 0.54 0.95
-0.30 0.13 -0.37
-0.29 0.71 -1.06
0.11 -0.07 0.77
0.29 -0.45 -0.28
0.29 0.06 -0.15
-0.27 -0.23 0.30
0.20 -0.20 -0.31
0.38 0.06 -0.92
-0.18 -0.51 0.24
-0.10 0.43 0.67
0.21 -0.13 -0.47
0.66 -0.57 0.16
-0.54 -0.07 0.14